Below is a molecular structure, C7H23NPRu at a distorted geometry, with properties calculated with the ωB97M-V functional and the def2-TZVPD basis.

Its energy above the lowest of the compared OMol25 structures with the same formula, charge and spin is 0.000 eV. The calculation puts the HOMO-LUMO gap (spin up / spin down) at 8.07 / 7.75 eV.

Structure (ORCA input):
```
! wB97M-V def2-TZVPD RIJCOSX def2/J DEFGRID3
* xyz 1 5
C -2.00014 -4.45124 -0.71808
Ru -0.78986 -1.70449 -0.40246
N -2.17396 -0.89564 -1.99855
H 0.16946 -2.28359 0.68649
H -2.00848 -3.57081 -0.05949
H -1.85037 -5.38682 -0.16112
H -1.19646 -4.35992 -1.47173
H -3.11994 -4.57219 -1.04299
H -1.67739 -0.35662 -2.72180
H -2.92397 -0.28404 -1.64726
H -2.66032 -1.64715 -2.50672
C -0.86520 3.12931 0.71606
C 0.29219 2.44475 -0.00802
P 0.12172 0.61041 0.00516
C 1.43637 0.22764 -1.21782
C 2.83677 0.67663 -0.81585
C 0.20784 0.33169 1.83926
C 1.36589 1.02809 2.55801
H -1.83384 2.82732 0.26443
H -0.75747 4.23033 0.62495
H -0.87628 2.88098 1.79609
H 0.26759 2.77980 -1.06658
H 1.25404 2.77807 0.42458
H 1.47321 -0.87672 -1.32936
H 1.15162 0.65866 -2.20113
H 3.14262 0.16767 0.11975
H 3.55234 0.37531 -1.60932
H 2.90573 1.77386 -0.69421
H -0.75644 0.63074 2.29986
H 0.33665 -0.74027 2.04713
H 1.29002 2.13028 2.51779
H 1.34771 0.74337 3.63145
H 2.33834 0.70460 2.14145
*
```

---

Below is a molecular structure, C25H18ClF3FeN5OS2, with properties calculated with the ωB97M-V functional and the def2-TZVPD basis.

Its energy above the lowest of the compared OMol25 structures with the same formula, charge and spin is 0.593 eV. The calculation puts the HOMO-LUMO gap (spin up / spin down) at 7.03 / 7.06 eV.

Structure (ORCA input):
```
! wB97M-V def2-TZVPD RIJCOSX def2/J DEFGRID3
* xyz 0 2
Fe -0.37701 -0.04259 0.87087
Cl 6.11079 3.01894 0.22551
C 4.44697 2.60067 0.53324
C 3.86312 2.94375 1.75858
C 2.55683 2.61460 2.02150
C 1.77089 1.89466 1.08797
O 0.55409 1.57112 1.40180
C 2.37110 1.60853 -0.16726
C 1.52004 1.16156 -1.23454
N 0.35249 0.70634 -0.99877
C -0.67146 0.65724 -1.95067
C -0.57726 0.47098 -3.29936
C -1.74005 0.53999 -4.09712
C -2.95530 0.82821 -3.54598
C -3.07636 1.02551 -2.14904
C -4.28838 1.34205 -1.49702
C -4.29443 1.51202 -0.14597
C -3.11032 1.29644 0.58584
N -1.96921 0.98792 0.01917
C -1.93151 0.89679 -1.34974
C 3.70263 1.97195 -0.42636
H 4.45337 3.47132 2.49677
H 2.09556 2.87629 2.96565
H 1.83974 1.36712 -2.26064
H 0.37934 0.25184 -3.75668
H -1.65740 0.36987 -5.16239
H -3.84118 0.89700 -4.16468
H -5.19477 1.45166 -2.08044
H -5.19881 1.76634 0.38816
H -3.11562 1.34064 1.66285
H 4.13608 1.76231 -1.39747
C -4.61837 -3.02977 -0.78778
S -3.24182 -2.82310 -1.93052
C -1.92761 -2.32192 -0.87001
S -2.17425 -1.78027 0.74512
N -0.75471 -2.38331 -1.43323
N 0.16579 -1.86923 -0.56553
C 1.26948 -2.45957 -0.41388
C 2.12450 -1.93294 0.64674
C 3.40341 -2.43082 0.83547
C 4.16908 -1.95072 1.88270
C 3.61715 -0.99240 2.70964
C 2.32993 -0.54597 2.45291
N 1.58343 -0.99359 1.44412
H -5.49367 -3.20086 -1.41301
H -4.76380 -2.13392 -0.18970
H -4.46175 -3.88882 -0.13967
H 1.54660 -3.34634 -0.98101
H 3.78062 -3.18626 0.15893
H 5.17274 -2.31938 2.04888
H 4.16273 -0.58090 3.54658
H 1.88247 0.20688 3.07558
F -2.10478 0.24376 3.10391
C -0.87261 -0.27092 2.80600
F -0.89822 -1.54794 3.25857
F -0.05028 0.37726 3.67542
*
```

---

Below is a molecular structure, C40H48Br45N5O at a distorted geometry, with properties calculated with the ωB97M-V functional and the def2-TZVPD basis.

Its energy above the lowest of the compared OMol25 structures with the same formula, charge and spin is 0.000 eV. The calculation puts the HOMO-LUMO gap at 7.60 eV.

Structure (ORCA input):
```
! wB97M-V def2-TZVPD RIJCOSX def2/J DEFGRID3
* xyz 0 1
N -1.61816 -3.04214 0.17403
C -1.30511 -3.61941 -0.76866
C -1.22911 -4.39198 -2.03675
C -1.85572 -5.78794 -1.77306
C -0.95966 -6.84280 -1.14393
N -1.46061 -7.84347 -0.54614
C 0.26059 -4.51853 -2.47409
C 1.36900 -4.50681 -1.38890
C 2.02839 -3.10075 -1.24507
C 1.94910 -2.41544 0.13678
N 1.27979 -1.11456 0.12882
C 1.26509 -0.19492 -0.86007
C 0.49070 0.91196 -0.54994
C 0.02771 0.59250 0.77724
C 0.54173 -0.61882 1.17488
C -2.00445 -3.57724 -3.16201
C -1.58199 -4.14330 -4.47357
N -1.11603 -4.60455 -5.41700
C -3.54891 -3.72589 -3.12309
C -4.29257 -3.06001 -1.95954
C -5.83593 -3.29942 -2.13750
C -6.41983 -4.22731 -1.06734
N -6.13441 -3.79589 0.28225
C -5.32853 -4.52790 1.08637
C -5.19491 -3.85066 2.31772
C -6.00698 -2.69356 2.13710
C -6.56413 -2.66221 0.88758
C -1.49024 -2.11248 -3.11661
C -2.12290 -1.24017 -4.25926
C -1.45173 0.12395 -4.42985
O -2.82533 -0.11788 -3.83512
H -2.29443 -6.14566 -2.71086
H -2.70538 -5.64047 -1.09637
H 0.12632 -6.83166 -1.20534
H -2.48156 -7.77746 -0.56092
H 0.34056 -5.47278 -3.00374
H 0.55006 -3.75894 -3.19900
H 1.08150 -4.94679 -0.43063
H 2.15867 -5.16152 -1.77494
H 3.09675 -3.22159 -1.44633
H 1.64645 -2.47307 -2.04868
H 2.95947 -2.24171 0.52510
H 1.43243 -3.02480 0.87961
H 1.80827 -0.44502 -1.75485
H 0.27099 1.77975 -1.14122
H -0.62529 1.23741 1.33388
H 0.40619 -1.18316 2.08011
H -3.88192 -4.76525 -3.17916
H -3.92443 -3.25686 -4.04110
H -4.01215 -3.58923 -1.04642
H -4.10503 -1.98813 -1.89248
H -5.99007 -3.75733 -3.11479
H -6.35995 -2.34442 -2.11173
H -6.05068 -5.24507 -1.21791
H -7.50405 -4.29583 -1.21876
H -4.86601 -5.45319 0.78485
H -4.61464 -4.15706 3.15801
H -6.11545 -1.94316 2.90363
H -7.20813 -1.93266 0.42674
H -0.43743 -2.01089 -3.37122
H -1.81464 -1.55371 -2.23861
H -2.44051 -1.74697 -5.17251
H -1.86281 0.79335 -5.17829
H -0.88104 0.55557 -3.61290
C 0.10554 1.97890 4.99583
Br 1.28812 1.71861 6.49105
Br 0.27621 0.56182 3.70021
Br -1.72370 2.21307 5.54509
H 0.41392 2.89539 4.51224
C -0.55541 5.93024 2.96143
Br 0.62064 5.72442 4.47518
Br -0.46012 4.43177 1.75996
Br -2.36159 6.29627 3.50307
H -0.21109 6.79346 2.41112
C -4.38860 0.01714 7.98563
Br -3.14116 -1.20302 7.16958
Br -5.22763 1.19594 6.70876
Br -5.69763 -0.91256 9.04929
H -3.81692 0.63982 8.65880
C 4.28165 2.05314 2.57736
Br 4.16822 0.14765 2.29822
Br 2.55134 2.87990 2.58113
Br 5.29113 2.48973 4.15347
H 4.82096 2.46425 1.73771
C 6.60000 5.25563 0.31076
Br 6.59993 3.35220 0.00156
Br 4.81652 5.97827 0.31871
Br 7.57118 5.71612 1.90981
H 7.12662 5.70402 -0.52062
C 9.55417 1.83453 5.25563
Br 9.70154 2.50396 7.05518
Br 8.47387 0.24230 5.17407
Br 8.91129 3.18829 4.04509
H 10.54921 1.56322 4.93364
C -1.53994 -6.17454 3.38786
Br 0.21894 -5.64384 2.78882
Br -1.88932 -5.57953 5.18446
Br -2.91777 -5.57619 2.18406
H -1.55583 -7.25536 3.39916
C 3.89576 9.89057 1.56487
Br 3.88783 10.00063 -0.35662
Br 3.52855 11.59103 2.38507
Br 2.69271 8.52601 2.19815
H 4.89135 9.59588 1.86583
C 3.11651 -2.12804 6.85460
Br 1.32370 -1.72454 7.44369
Br 3.12149 -3.45362 5.45702
Br 4.08819 -0.54851 6.32704
H 3.63785 -2.55299 7.69998
C -7.26107 -1.66035 -5.58927
Br -6.79147 -2.24241 -7.36192
Br -8.21417 -3.03804 -4.61731
Br -5.71804 -1.05331 -4.60846
H -7.93023 -0.81895 -5.69706
C 9.12298 2.56400 -3.05787
Br 10.40684 1.15083 -3.29964
Br 9.89786 4.08300 -2.16481
Br 8.28648 3.06074 -4.71703
H 8.34488 2.18103 -2.41170
C 1.11166 0.25695 -7.62057
Br 1.06927 1.01283 -5.85150
Br 0.23067 -1.45506 -7.67456
Br 0.39587 1.47306 -8.93034
H 2.14950 0.09149 -7.87176
C 4.05970 2.76438 -3.08386
Br 5.31079 1.50453 -3.84216
Br 3.37457 3.97254 -4.42077
Br 2.62572 1.86405 -2.15238
H 4.60391 3.35630 -2.35992
C -1.99474 10.40869 2.41475
Br -0.29825 9.49868 2.27565
Br -3.29699 9.69064 1.19168
Br -2.64860 10.42035 4.22593
H -1.82377 11.43729 2.13104
C -0.38250 6.61555 -1.83704
Br -0.48888 4.70322 -2.05950
Br -2.12083 7.43689 -1.87575
Br 0.60257 7.10608 -0.25344
H 0.17112 6.99950 -2.68182
*
```

---

Below is a molecular structure, C6H9ClINOS at a distorted geometry, with properties calculated with the ωB97M-V functional and the def2-TZVPD basis.

Its energy above the lowest of the compared OMol25 structures with the same formula, charge and spin is 2.749 eV. The calculation puts the HOMO-LUMO gap (spin up / spin down) at 6.08 / 4.10 eV.

Structure (ORCA input):
```
! wB97M-V def2-TZVPD RIJCOSX def2/J DEFGRID3
* xyz 0 3
C 2.00333 -1.68653 0.02386
C 1.65827 -0.61333 2.47507
C -1.39245 0.91281 -0.94612
C -0.00682 0.36515 -0.65125
C -1.39277 1.84167 -2.16929
C -0.07071 -0.83978 0.16860
N 3.01052 -2.15125 -0.23695
O -0.67657 -1.84753 2.62896
S -0.16532 -0.60888 2.06667
Cl -3.00877 2.22695 -2.74440
I -1.17024 -2.60014 -0.20913
H 1.58822 -0.57263 3.65023
H 2.21391 0.25026 2.12503
H 2.11918 -1.53215 2.05825
H -1.77925 1.51063 -0.10339
H -2.23561 0.01250 -1.07744
H 0.78252 1.08574 -0.23002
H 0.29343 0.00699 -1.75218
H -0.95399 1.46908 -3.05891
H -0.81689 2.77045 -2.01758
*
```

---

Which formula does entry 2 have?
C25H18ClF3FeN5OS2